DFT (the ωB97M-V functional and the def2-TZVPD basis) results for a 8-piece molecular cluster, C39H71F3N8O3PS2 overall at a distorted geometry.

Cartesian coordinates (Å):
1 C 0.256 -2.765 5.333
2 C 0.692 -1.688 4.314
3 C 0.381 -0.288 4.845
4 C -1.122 -0.017 4.993
5 C -1.914 -0.185 3.699
6 C -1.429 0.792 2.615
7 C -2.379 0.963 1.437
8 C -2.545 -0.334 0.648
9 N -3.669 -0.348 -0.289
10 C -4.071 -1.703 -0.729
11 C -3.043 -2.837 -0.620
12 C -3.275 -3.929 -1.704
13 C -3.826 -5.273 -1.162
14 C -2.830 -6.423 -1.378
15 C -1.863 -6.613 -0.181
16 C -0.388 -6.277 -0.489
17 C 0.296 -5.379 0.567
18 C -3.642 0.656 -1.301
19 S -4.424 2.066 -0.999
20 S -2.922 0.426 -2.870
21 C -1.719 -0.920 -2.716
22 C -0.421 -0.504 -3.418
23 C 0.679 -1.533 -3.143
24 P 1.908 -1.040 -1.764
25 C 3.436 -1.621 -2.778
26 C 4.768 -1.374 -2.093
27 O 4.962 -0.035 -1.700
28 C 5.906 -1.725 -3.050
29 F 5.834 -1.013 -4.191
30 F 5.957 -3.024 -3.368
31 F 7.114 -1.405 -2.527
32 O 2.144 0.554 -2.425
33 C 1.627 1.559 -1.587
34 C 0.664 0.914 -0.541
35 O 0.602 -0.486 -0.700
36 H 1.007 -3.553 5.367
37 H 0.135 -2.324 6.317
38 H -0.684 -3.226 5.035
39 H 1.767 -1.782 4.163
40 H 0.192 -1.833 3.358
41 H 0.842 -0.211 5.835
42 H 0.828 0.495 4.229
43 H -1.273 0.981 5.415
44 H -1.522 -0.718 5.731
45 H -1.814 -1.199 3.315
46 H -2.956 0.071 3.895
47 H -0.413 0.566 2.286
48 H -1.361 1.771 3.108
49 H -3.334 1.404 1.722
50 H -1.919 1.686 0.758
51 H -2.690 -1.136 1.373
52 H -1.575 -0.533 0.181
53 H -4.472 -1.612 -1.736
54 H -4.925 -1.988 -0.103
55 H -2.024 -2.501 -0.751
56 H -3.133 -3.347 0.339
57 H -2.305 -4.142 -2.154
58 H -3.904 -3.560 -2.513
59 H -4.089 -5.186 -0.110
60 H -4.714 -5.525 -1.745
61 H -3.377 -7.353 -1.548
62 H -2.235 -6.253 -2.274
63 H -2.224 -5.999 0.645
64 H -1.914 -7.647 0.162
65 H -0.276 -5.831 -1.476
66 H 0.161 -7.219 -0.515
67 H -0.452 -4.942 1.230
68 H 0.821 -4.555 0.089
69 H 0.981 -5.938 1.201
70 H -1.481 -1.033 -1.668
71 H -2.101 -1.849 -3.135
72 H -0.655 -0.414 -4.479
73 H -0.175 0.479 -3.022
74 H 0.247 -2.498 -2.876
75 H 1.252 -1.655 -4.066
76 H 2.769 -0.813 -0.614
77 H 1.725 -2.391 -1.214
78 H 3.326 -2.697 -2.936
79 H 3.397 -1.154 -3.765
80 H 4.836 -2.026 -1.223
81 H 4.639 0.523 -2.415
82 H 0.976 2.167 -2.228
83 H 2.437 2.126 -1.124
84 H -0.325 1.341 -0.731
85 H 1.042 1.086 0.472
86 C -0.899 -0.580 9.427
87 C -1.590 -1.430 8.471
88 N -2.084 -2.069 7.657
89 H 0.151 -0.500 9.149
90 H -1.323 0.422 9.435
91 H -0.948 -0.970 10.440
92 C 0.491 1.827 -6.925
93 C -0.295 0.606 -6.969
94 N -0.929 -0.349 -6.958
95 H 0.896 2.082 -7.902
96 H -0.117 2.664 -6.585
97 H 1.326 1.719 -6.233
98 C -0.446 4.871 -3.177
99 C -1.411 3.793 -3.022
100 N -2.175 2.942 -2.895
101 H -0.101 4.936 -4.208
102 H -0.891 5.828 -2.904
103 H 0.421 4.701 -2.539
104 C 1.514 2.494 9.858
105 C 0.864 1.768 10.937
106 N 0.312 1.150 11.730
107 H 0.785 2.836 9.126
108 H 2.045 3.368 10.236
109 H 2.228 1.861 9.335
110 C 0.007 5.885 -8.328
111 C 0.905 4.818 -8.744
112 N 1.611 3.972 -9.063
113 H -0.108 6.627 -9.115
114 H -0.980 5.493 -8.088
115 H 0.388 6.390 -7.445
116 C 3.869 3.441 5.830
117 C 3.217 2.487 6.711
118 N 2.695 1.724 7.391
119 H 4.935 3.232 5.764
120 H 3.447 3.383 4.829
121 H 3.740 4.457 6.199
122 C 1.709 9.656 -6.201
123 C 0.408 9.124 -6.578
124 N -0.618 8.705 -6.874
125 H 2.383 8.851 -5.913
126 H 2.157 10.196 -7.033
127 H 1.613 10.340 -5.360

Forces on the atoms, in the same order (eV/Å):
0.2 0.1 -0.8
-0.1 0.1 0.6
-0.2 0.1 0.1
0.1 -0.7 0.2
0.5 0.9 -0.4
-0.4 0.4 0.5
0.5 0.1 -0.7
0.1 0.4 0.8
0.7 -0.4 -0.7
-0.1 0.2 0.5
-0.3 -0.6 -0.9
0.3 -0.2 0.6
0.2 0.1 -1.3
0.0 -0.3 0.8
0.1 0.1 -0.5
0.2 -0.2 0.6
-0.4 0.0 -0.2
-0.4 -0.3 0.4
-0.1 0.2 -0.1
-0.6 -1.0 0.2
0.2 0.2 0.0
-0.8 -0.4 0.2
0.2 1.0 -0.4
0.7 -2.2 0.8
-0.5 -0.2 0.0
-0.5 0.0 -0.8
0.4 0.0 0.1
0.3 0.5 0.6
-0.1 -0.1 -0.3
-0.1 -0.2 -0.2
0.2 -0.2 0.1
-0.1 0.3 0.6
-0.6 -0.9 -0.6
0.5 -0.6 0.1
0.0 0.8 -0.9
0.0 -0.1 0.2
0.0 -0.1 0.1
-0.1 0.0 0.2
0.0 0.1 -0.2
0.2 -0.1 -0.2
0.1 0.1 0.0
0.1 -0.1 -0.1
0.0 0.1 -0.1
0.0 0.1 0.0
-0.3 -0.2 0.2
-0.2 -0.4 0.0
0.0 -0.2 -0.2
0.1 0.1 0.0
-0.1 -0.2 0.2
-0.1 0.2 0.0
-0.3 -0.1 -0.1
0.0 -0.1 -0.1
0.2 0.0 -0.2
-0.1 0.0 0.0
0.0 0.2 0.4
0.2 0.3 0.2
0.0 0.1 -0.1
-0.1 0.1 0.0
-0.2 -0.1 0.0
-0.3 0.1 0.3
-0.1 0.0 0.0
-0.1 0.1 -0.2
0.1 0.0 0.1
-0.1 0.0 0.1
-0.2 0.1 0.0
0.1 0.0 -0.3
0.0 0.1 0.0
0.2 0.0 0.1
0.1 0.0 0.0
0.0 -0.1 0.0
-0.1 0.0 0.0
0.2 0.1 0.0
0.2 0.1 -0.2
0.0 -0.1 0.0
0.0 -0.2 0.0
0.1 0.6 -0.2
0.0 0.1 0.0
0.0 0.0 0.0
0.2 0.2 0.0
0.2 0.2 0.2
-0.4 0.0 0.1
0.4 0.6 0.1
-0.1 0.2 0.1
-0.1 0.1 0.5
-0.3 0.5 0.1
0.2 0.1 0.1
0.1 0.1 -0.1
-0.2 -0.1 0.2
0.0 0.0 0.0
-0.1 0.0 -0.1
-0.1 -0.1 0.0
0.3 0.2 0.0
-0.1 0.0 0.1
0.0 -0.1 -0.2
-0.1 -0.2 0.0
-0.1 -0.1 0.0
0.0 -0.1 0.0
0.2 0.2 0.0
0.0 -0.1 0.0
0.5 1.4 -0.1
0.0 -0.1 0.0
-0.1 0.0 0.0
0.0 -0.1 0.0
0.2 0.3 0.2
-0.1 0.0 -0.1
0.1 0.1 0.2
-0.1 -0.1 0.0
-0.1 0.0 0.1
-0.2 0.0 0.3
-0.2 0.1 0.0
0.0 0.0 0.0
0.1 0.1 -0.1
0.1 0.0 0.0
0.0 -0.1 0.0
0.1 0.0 0.0
0.1 0.2 -0.2
0.0 -0.1 -0.1
0.3 -0.1 -0.5
0.0 -0.1 0.0
-0.1 -0.1 0.0
0.0 0.0 0.1
0.2 0.1 0.1
0.0 0.0 0.0
0.0 0.0 0.0
-0.1 -0.1 0.0
-0.1 0.0 0.0
-0.1 0.0 0.0

Results
HOMO (eV): -4.5418
Charge: -1
Strongest force on any atom (eV/Å): 2.5
E (Ha): -3629.60966
Lowest unoccupied orbital energy (eV): 1.3
Gap between HOMO and LUMO (eV): 5.83

Atomic partial charges in e from the Mulliken method, atoms 1 to 4:
1 C -1.103
2 C -0.139
3 C -0.683
4 C -0.448

DFT (the ωB97M-V functional and the def2-TZVPD basis) results for a 14-piece molecular cluster, C56H78N6O24 overall at a distorted geometry.

Cartesian coordinates (Å):
1 C 0.110 -0.020 16.564
2 C -0.051 -0.394 18.104
3 C -0.845 -1.653 18.433
4 O -0.009 -2.283 19.371
5 C 1.165 -1.694 19.546
6 O 2.089 -2.023 20.276
7 O 1.185 -0.586 18.707
8 H -0.837 0.180 16.063
9 H 0.663 -0.861 16.145
10 H 0.658 0.918 16.479
11 H -0.480 0.404 18.709
12 H -0.947 -2.242 17.522
13 H -1.859 -1.436 18.771
14 C 9.156 -3.022 16.675
15 C 7.749 -2.875 17.145
16 C 7.085 -1.555 16.791
17 O 5.773 -1.888 16.328
18 C 5.635 -3.109 16.273
19 O 4.577 -3.652 15.929
20 O 6.910 -3.719 16.417
21 H 9.078 -3.165 15.597
22 H 9.711 -3.883 17.049
23 H 9.726 -2.115 16.876
24 H 7.556 -3.122 18.189
25 H 7.599 -0.971 16.027
26 H 6.983 -0.928 17.676
27 C 4.070 -7.671 20.110
28 C 5.528 -7.821 19.907
29 C 6.160 -8.796 20.837
30 O 7.074 -9.364 19.920
31 C 6.679 -9.128 18.691
32 O 7.226 -9.572 17.684
33 O 5.604 -8.425 18.649
34 H 3.752 -7.101 20.983
35 H 3.509 -8.580 20.328
36 H 3.562 -7.199 19.269
37 H 6.092 -6.895 19.794
38 H 5.457 -9.528 21.234
39 H 6.770 -8.386 21.643
40 C 15.608 -8.936 15.906
41 C 14.024 -8.931 15.972
42 C 13.581 -10.239 16.506
43 O 13.112 -9.952 17.815
44 C 13.110 -8.652 18.037
45 O 12.815 -8.149 19.072
46 O 13.626 -8.017 16.970
47 H 15.921 -7.937 15.603
48 H 15.918 -9.493 15.022
49 H 16.116 -9.267 16.812
50 H 13.667 -8.692 14.971
51 H 14.302 -11.055 16.469
52 H 12.717 -10.514 15.901
53 C 15.311 -2.640 17.860
54 C 15.979 -1.700 18.792
55 C 16.675 -0.539 18.066
56 O 16.205 0.635 18.788
57 C 15.329 0.246 19.700
58 O 14.715 0.977 20.382
59 O 15.127 -1.023 19.628
60 H 16.135 -3.020 17.257
61 H 14.614 -2.122 17.201
62 H 14.817 -3.447 18.402
63 H 16.729 -2.152 19.441
64 H 16.343 -0.537 17.027
65 H 17.755 -0.679 18.078
66 C 4.216 4.304 26.064
67 C 4.754 2.945 26.530
68 C 4.537 2.677 27.958
69 O 3.742 1.421 28.003
70 C 3.587 0.983 26.785
71 O 2.955 -0.014 26.476
72 O 4.117 1.904 25.839
73 H 4.479 4.550 25.036
74 H 4.715 5.072 26.655
75 H 3.128 4.358 26.037
76 H 5.757 2.835 26.116
77 H 3.963 3.422 28.509
78 H 5.496 2.554 28.462
79 C 9.065 4.251 14.496
80 C 10.458 4.149 15.162
81 C 10.532 3.332 16.434
82 O 11.550 2.405 16.233
83 C 11.891 2.354 15.015
84 O 12.643 1.558 14.510
85 O 11.124 3.242 14.335
86 H 8.381 3.437 14.735
87 H 9.053 4.342 13.410
88 H 8.494 5.072 14.931
89 H 11.042 5.067 15.090
90 H 9.589 2.835 16.663
91 H 10.689 3.952 17.316
92 C 19.177 -5.613 27.076
93 C 17.727 -5.430 26.650
94 C 17.427 -3.920 26.595
95 O 16.684 -3.917 25.410
96 C 16.685 -5.068 24.792
97 O 16.062 -5.329 23.751
98 O 17.480 -5.939 25.391
99 H 19.899 -5.260 26.340
100 H 19.413 -6.672 27.186
101 H 19.344 -5.003 27.964
102 H 16.892 -5.728 27.284
103 H 18.318 -3.292 26.598
104 H 16.823 -3.607 27.447
105 N 7.656 -5.149 31.682
106 C 8.929 -4.697 31.444
107 C 8.921 -4.117 30.165
108 C 7.661 -4.274 29.683
109 C 6.858 -4.998 30.581
110 H 7.359 -5.584 32.544
111 H 9.734 -4.808 32.156
112 H 9.726 -3.661 29.608
113 H 7.339 -3.925 28.712
114 H 5.864 -5.416 30.517
115 N 6.436 3.806 20.726
116 C 5.254 3.068 20.573
117 C 4.565 3.776 19.557
118 C 5.426 4.812 19.031
119 C 6.626 4.780 19.804
120 H 7.047 3.644 21.514
121 H 5.010 2.216 21.192
122 H 3.551 3.647 19.206
123 H 5.216 5.528 18.250
124 H 7.521 5.383 19.828
125 N 13.116 0.036 25.864
126 C 13.969 0.790 26.591
127 C 13.387 1.158 27.741
128 C 12.170 0.537 27.780
129 C 12.016 -0.199 26.600
130 H 13.209 -0.293 24.913
131 H 14.915 0.994 26.111
132 H 13.845 1.819 28.461
133 H 11.597 0.615 28.692
134 H 11.215 -0.834 26.253
135 N 3.519 -8.905 25.473
136 C 4.448 -8.096 25.970
137 C 5.609 -8.851 26.040
138 C 5.322 -10.202 25.851
139 C 3.985 -10.246 25.504
140 H 2.583 -8.587 25.264
141 H 4.352 -7.023 26.054
142 H 6.542 -8.427 26.379
143 H 6.001 -11.041 25.897
144 H 3.334 -11.018 25.121
145 N 12.481 -8.632 25.523
146 C 12.008 -9.893 25.458
147 C 11.365 -10.158 26.639
148 C 11.547 -9.118 27.494
149 C 12.253 -8.166 26.788
150 H 12.800 -8.078 24.741
151 H 12.013 -10.533 24.587
152 H 10.871 -11.085 26.891
153 H 11.214 -8.990 28.513
154 H 12.559 -7.177 27.097
155 N 10.303 -3.073 21.793
156 C 9.438 -3.915 22.451
157 C 8.274 -3.245 22.799
158 C 8.514 -1.925 22.391
159 C 9.690 -1.865 21.677
160 H 11.132 -3.324 21.273
161 H 9.626 -4.979 22.460
162 H 7.351 -3.655 23.184
163 H 7.777 -1.177 22.644
164 H 10.108 -1.095 21.046

Forces on the atoms, in the same order (eV/Å):
0.0 -0.3 2.1
-1.3 1.6 -1.0
0.4 0.5 -1.6
-0.8 -1.7 1.3
2.2 1.0 0.1
-2.6 0.7 -1.8
1.9 -1.2 0.9
-0.1 -0.5 0.2
-0.1 0.2 -0.4
0.3 -0.2 0.1
-0.4 0.5 -0.5
0.1 -0.5 0.2
0.3 -0.1 0.6
0.5 0.0 -0.5
-0.9 0.3 0.2
0.6 1.6 0.8
0.9 5.7 1.1
-2.1 -6.7 -2.5
3.1 0.6 1.3
-2.6 -1.9 -0.7
0.2 0.2 -0.1
-0.3 0.0 0.3
0.1 0.0 0.0
0.5 0.2 0.3
0.0 -0.2 -0.2
-0.1 0.1 -0.1
-2.2 1.2 1.1
-2.1 1.4 0.8
0.8 0.1 0.3
1.5 -1.3 1.0
2.7 -3.0 -4.4
-0.7 0.7 2.1
-1.0 0.6 -0.8
0.6 0.5 0.1
0.6 -0.6 -0.5
0.3 0.0 -0.1
-0.2 0.3 0.6
0.1 -0.2 -0.1
-0.4 0.2 0.0
-1.2 1.0 -1.2
3.9 0.1 0.1
-2.0 -0.9 -0.8
0.0 -1.6 0.1
0.8 0.4 0.6
-0.3 0.3 -0.2
-0.6 1.3 -0.4
0.1 0.3 0.6
0.0 -0.7 0.2
-0.2 0.0 -0.1
-0.4 0.2 0.3
0.1 0.3 0.4
-0.2 -0.6 0.2
0.1 -0.4 0.0
1.9 0.6 -0.3
-0.3 -0.1 -0.2
2.0 -0.3 -1.5
-0.3 1.2 -0.9
-0.8 1.4 1.5
-2.3 -2.4 1.6
-0.2 -0.4 -0.2
-0.1 0.0 0.1
0.0 -0.1 -0.2
-0.1 -0.7 -0.1
-0.1 0.6 0.0
0.0 0.6 0.2
0.4 0.0 -0.5
0.0 1.3 -2.9
-0.2 -1.0 1.9
1.5 1.6 1.0
-1.9 -1.3 -3.1
1.7 2.1 0.5
-1.7 -2.5 1.1
0.3 -0.4 -0.1
-0.5 0.2 0.3
0.0 0.0 0.7
0.6 0.4 1.0
-0.1 0.0 -0.3
-0.2 -0.4 0.3
-0.8 0.8 1.2
-1.2 -1.0 -1.5
-1.6 1.7 1.8
0.2 -0.4 4.2
0.4 -1.1 -4.0
-0.4 1.0 0.5
1.9 -0.9 -2.5
0.6 -0.6 0.1
0.6 0.2 0.2
0.2 0.5 -0.2
-0.3 0.3 0.6
0.0 -0.4 -0.4
0.6 -0.1 0.0
-0.4 -0.8 0.1
1.2 1.5 2.2
0.4 -0.9 0.2
-1.1 2.5 -0.5
-2.0 -1.6 -4.7
1.6 1.0 2.9
0.2 -0.6 -0.6
-0.4 0.3 -0.4
0.1 0.1 0.6
0.1 -0.5 0.3
0.7 -1.2 0.6
0.0 0.1 -0.7
-0.2 0.0 -0.2
0.3 -0.8 0.3
-0.1 0.7 -0.8
1.5 -0.4 1.9
-3.1 -0.9 -1.2
1.3 1.3 -0.4
0.2 0.0 -0.3
-0.2 0.0 0.1
0.1 0.0 0.4
-0.1 -0.2 0.0
0.1 0.3 0.1
0.1 -1.8 0.9
0.0 3.0 -1.5
1.2 -0.1 0.2
1.3 -0.7 1.7
-2.5 -0.1 -0.8
0.1 -0.1 -0.4
0.0 0.3 0.0
0.1 -0.4 0.0
-0.1 -0.2 0.0
-0.2 0.0 -0.1
-0.3 -0.9 -0.4
2.0 0.4 -2.5
1.7 1.0 0.7
-1.8 -1.1 0.4
-1.3 0.5 1.4
0.4 0.1 0.3
0.1 0.4 0.4
-0.2 -0.2 0.1
-0.7 -0.4 -0.4
0.1 0.1 0.0
-1.4 -2.0 0.4
2.3 0.3 -0.9
0.7 1.6 1.7
-1.2 -0.4 -0.7
-0.5 1.3 -0.8
0.1 -0.5 0.1
-0.2 -0.1 0.0
0.1 -0.2 0.0
-0.1 0.1 0.0
0.2 -0.1 0.2
0.5 0.4 0.2
-1.2 -0.9 -0.6
-0.2 -2.7 -0.7
0.7 2.4 1.0
-0.2 0.9 0.4
0.2 -0.2 0.3
0.2 0.4 -0.1
0.0 0.0 -0.2
0.0 -0.1 -0.1
0.0 -0.1 -0.2
-0.9 -0.3 -0.1
-0.5 -1.2 -0.3
1.9 -0.6 -0.4
-1.1 0.7 -0.3
-0.1 0.9 0.4
-0.2 -0.2 0.3
0.2 0.1 0.2
0.3 0.0 0.3
0.3 0.5 -0.6
0.1 0.1 0.4

Results
HOMO (eV): -7.7895
Strongest force on any atom (eV/Å): 7.4
E (Ha): -4314.80048
Energy above the lowest of the compared OMol25 structures with the same formula, charge and spin (kJ/mol): 537.5
Lowest unoccupied orbital energy (eV): 0.1
Gap between HOMO and LUMO (eV): 7.90

Atomic partial charges in e from the Mulliken method, atoms 1 to 4:
1 C -1.299
2 C 0.281
3 C -0.340
4 O -0.335